# 1
The following is a quantum chemistry calculation of the molecule C5H5NO in a non-equilibrium geometry, from the Open Molecules 2025 dataset.

```
12
Properties=species:S:1:pos:R:3:mulliken_charge:R:1
H -0.07286 -1.00426 0.61089 0.19
H -1.35075 1.19015 -1.24976 0.37
C 2.15973 -0.94466 0.19761 -0.16
C 1.42504 0.01405 0.22146 -0.18
C -0.82674 0.72030 -0.41226 -0.13
C 0.59386 1.16847 -0.14664 0.34
N -1.73952 0.24786 0.63572 -0.51
H -1.36396 0.40130 1.56872 0.30
C -0.91361 -0.72172 -0.04399 -0.36
H -1.28850 -1.49557 -0.70661 0.29
H 2.38849 -1.98358 0.15041 0.36
O 1.09497 2.24264 -0.37232 -0.50
```

Computed properties:
Highest occupied orbital energy = -9.792 eV
Orbital gap = 9.7 eV
F_max = 0.03269 Eh/bohr
Multiplicity = 1
Lowest unoccupied orbital energy = -0.055 eV
SMILES string = C#CC(=O)[C@H]1CN1

---

# 2
The following is a quantum chemistry calculation of a 2-piece molecular cluster, C6H12Cl2N4S overall in a non-equilibrium geometry, from the Open Molecules 2025 dataset.

```
25
Properties=species:S:1:pos:R:3:mulliken_charge:R:1
H 3.90912 -2.23452 -0.31250 0.34
H -3.26716 -0.28550 -0.75520 0.33
H -3.49677 1.81657 -2.50164 0.32
C 3.82735 -0.33403 0.61940 -0.45
N -1.14863 -0.27276 1.08485 0.68
H 3.54159 -0.75539 1.58193 0.33
H -2.42463 -1.47107 2.27084 0.34
N -0.39426 1.46310 0.04621 -0.01
C -2.47883 0.47135 -0.92763 -0.49
H -0.82031 -2.17521 2.11606 0.29
C 3.40513 -1.26402 -0.43704 -0.58
Cl 5.67591 -0.08888 0.58744 -0.25
Cl 0.49276 1.98287 -1.71974 -0.25
H -2.07857 -0.12011 -1.92959 0.24
C -1.68130 -1.52886 1.53543 -0.91
H -3.45494 2.31261 -0.71216 0.31
N -0.17289 0.22814 1.81796 -0.34
H 3.47698 0.65667 0.76987 0.35
H -1.98080 -2.17211 0.65232 0.34
N 0.35624 1.27205 1.17348 -0.40
C -1.35234 0.54109 -0.01442 0.39
S 1.50452 -1.38232 -0.29926 -0.06
H 3.60691 -0.94269 -1.44381 0.33
C -2.92473 1.78269 -1.50139 -1.16
H -2.12032 2.50032 -1.70142 0.28
```

Computed properties:
Highest occupied orbital energy (spin up / spin down) = -9.594 / -8.177 eV
Orbital gap (spin up / spin down) = 8.9 / 6.0 eV
F_max = 0.11707 Eh/bohr
Multiplicity = 1
Lowest unoccupied orbital energy (spin up / spin down) = -0.652 / -2.212 eV

---

# 3
The following is a quantum chemistry calculation of the molecule C4H6N2 in a non-equilibrium geometry, from the Open Molecules 2025 dataset.

```
12
Properties=species:S:1:pos:R:3:mulliken_charge:R:1
N -1.85135 -0.18917 0.61988 -0.53
C -0.60010 -0.26941 0.00005 0.40
H -2.25889 0.71436 0.41012 0.21
C 1.31998 0.89945 -0.14502 -0.66
N -0.09282 0.99619 -0.10601 -0.13
C 0.39881 -1.19634 -0.15259 -0.52
H -2.53045 -0.86437 0.27477 0.27
H 2.60083 -0.85998 -0.38320 0.38
H -0.71438 1.69954 0.26636 0.19
C 1.61805 -0.44666 -0.21106 -0.33
H 0.22236 -2.26480 -0.19894 0.37
H 1.88797 1.78120 -0.37436 0.36
```

Computed properties:
Highest occupied orbital energy = -7.507 eV
Orbital gap = 8.4 eV
F_max = 0.03929 Eh/bohr
Multiplicity = 1
Lowest unoccupied orbital energy = 0.942 eV
SMILES string = Nc1ccc[nH]1